A cluster of 2 separate species, C6H9N2O2 in total at a distorted geometry. Source: OMol25; level of theory: ωB97M-V with the def2-TZVPD basis set.

XYZ file:
```
19
Properties=species:S:1:pos:R:3:forces:R:3
C -0.9512 0.7242 -0.2939 -0.85 1.97 -3.35
C -0.9316 0.6603 1.0921 -0.38 -0.48 5.92
C -0.5189 1.3488 3.1530 -2.06 -3.84 0.45
C -1.0924 -0.4278 1.9256 -1.00 -1.57 -0.78
N -0.6233 1.7349 1.9498 0.96 0.95 -1.54
N -1.0512 -0.0308 3.2552 2.18 1.26 -0.59
H -0.0528 1.7674 4.0059 -0.12 0.84 0.56
H -1.7374 1.3304 -0.8031 -0.11 -0.13 0.94
H -1.1626 -0.2497 -0.6452 0.66 -1.08 -0.92
H -0.8855 -0.7361 3.9861 0.06 0.95 -0.51
H -1.2324 -1.5366 1.6744 0.04 1.99 0.31
H -0.0798 1.2614 -0.6562 0.50 -0.79 -0.30
C 1.1987 -0.1947 -2.7941 -0.31 -1.85 1.75
C 1.8573 -1.6699 -2.6270 1.12 3.64 3.07
O 2.4067 -1.7853 -1.4870 -0.43 -0.76 -0.63
O 1.8103 -2.3967 -3.5820 -0.32 -1.92 -2.08
H 0.1600 -0.4513 -2.5234 -0.29 0.37 -1.61
H 1.5240 0.2381 -3.7267 -0.74 0.26 -0.34
H 1.3622 0.4134 -1.9034 1.08 0.19 -0.33
```
Positions in Å, forces in eV/Å.

Output
- Gap between HOMO and LUMO: 6.483 eV
- Electronic energy: -494.022100 a.u.
- Total charge: -1
- ΔE to the lowest compared entry with this formula, charge and spin: 63.1 kcal/mol
- 2S+1: 1

=====

A cluster of 2 separate species, C2H7N3O2 in total at a distorted geometry. Source: OMol25; level of theory: ωB97M-V with the def2-TZVPD basis set.

XYZ file:
```
14
Properties=species:S:1:pos:R:3:forces:R:3
C 2.3524 0.3087 -0.2590 -2.35 0.46 -0.13
C 0.9500 -0.7593 -0.3698 4.45 1.83 1.21
N 0.1308 -0.4511 -1.3313 -0.70 1.76 -2.74
N 0.6306 -1.6386 0.5743 -0.99 -2.63 2.12
N -0.9798 0.8760 0.9347 0.47 -0.07 0.08
O 3.0538 0.0785 0.6673 1.29 -1.92 2.07
O 2.1808 1.2141 -1.0404 -0.63 0.34 -1.76
H 0.2953 0.2505 -2.0303 0.18 -0.06 0.26
H -0.6488 -1.0104 -1.3893 -1.94 -1.22 -0.62
H 1.0742 -1.6974 1.4990 -0.22 0.46 -1.00
H -0.3737 -1.9162 0.5814 1.25 0.69 0.28
H -1.5819 1.1157 1.6904 -0.14 0.36 0.92
H -0.1280 1.4375 0.9575 -0.26 -0.16 0.31
H -1.4691 1.1976 0.1331 -0.41 0.16 -0.99
```
Positions in Å, forces in eV/Å.

Output
- Gap between HOMO and LUMO (alpha / beta): 6.121 / 7.013 eV
- Electronic energy: -395.001742 a.u.
- Total charge: 0
- ΔE to the lowest compared entry with this formula, charge and spin: 0.0 kcal/mol
- 2S+1: 3

=====

The ion C4H7N2O with charge +1 at a distorted geometry. Source: OMol25; level of theory: ωB97M-V with the def2-TZVPD basis set.

XYZ file:
```
14
Properties=species:S:1:pos:R:3:forces:R:3
C -1.6320 1.0953 -0.1231 -0.03 -0.88 -3.36
C 1.2997 -0.6808 0.9739 1.30 -2.86 0.74
C 0.2879 0.2057 -0.9962 -2.12 2.10 -1.80
C 0.2044 0.1290 0.4653 -3.22 2.45 -0.12
N -1.0653 0.8061 -1.3238 0.72 1.27 3.08
N -1.0039 0.6514 0.9347 4.59 -1.80 0.98
O 0.6362 -1.8408 1.4817 8.34 -3.46 -9.43
H -2.6077 1.5452 -0.0709 -0.18 0.26 0.05
H 1.6529 -1.0413 -0.0349 0.96 0.13 1.60
H 1.2081 0.7382 -1.4056 -1.26 -0.39 0.47
H 0.1701 -0.7352 -1.4959 0.67 -1.13 0.08
H 2.1613 -0.4869 1.6952 -1.28 1.02 -1.19
H -1.4132 1.2390 -2.1558 0.15 -0.04 -0.69
H 0.1015 -1.6250 2.0556 -8.62 3.33 9.58
```
Positions in Å, forces in eV/Å.

Output
- Structure (SMILES): OCC1=[N+]=CNC1
- Gap between HOMO and LUMO: 9.287 eV
- Electronic energy: -340.999656 a.u.
- Total charge: +1
- ΔE to the lowest compared entry with this formula, charge and spin: 85.7 kcal/mol
- 2S+1: 1

=====

An isolated molecule of C4H9N3 at a distorted geometry. Source: OMol25; level of theory: ωB97M-V with the def2-TZVPD basis set.

XYZ file:
```
16
Properties=species:S:1:pos:R:3:forces:R:3
C 2.2182 -1.1656 0.2745 2.07 1.46 1.62
C 1.5104 0.0661 -0.0934 4.04 3.72 0.30
C 2.0228 1.3406 0.1005 -0.32 -1.97 -0.61
C -0.7058 0.0886 0.0539 1.35 1.43 0.11
H 3.2741 -1.0287 0.0474 0.18 -0.28 -0.03
H 1.9089 -2.1337 0.0194 -0.94 -0.94 -0.85
H 2.1582 -1.0440 1.3537 0.24 -0.76 0.46
H 1.3839 2.1997 -0.1102 0.33 -0.27 -0.13
H 3.0995 1.4740 0.1845 -0.29 0.11 0.58
H -0.7075 0.6610 1.0557 0.23 -1.03 -1.24
H -2.0261 -0.9686 -0.9900 -0.13 -1.21 -1.38
H -3.3667 0.9842 0.4698 0.25 1.14 -0.32
H -3.1663 -0.4642 1.2707 0.47 0.99 -2.11
N 0.3551 -0.0876 -0.6670 -6.19 -1.20 0.21
N -1.9431 -0.1937 -0.4100 -0.74 1.26 1.07
N -3.1022 0.0445 0.3179 -0.55 -2.44 2.33
```
Positions in Å, forces in eV/Å.

Output
- Structure (SMILES): C=C(C)/N=C/NN
- Gap between HOMO and LUMO: 8.826 eV
- Electronic energy: -321.976098 a.u.
- Total charge: 0
- ΔE to the lowest compared entry with this formula, charge and spin: 71.7 kcal/mol
- 2S+1: 1

=====

A structure of composition C29H45BrCl7Cs2KN5O4 at a distorted geometry. Source: OMol25; level of theory: ωB97M-V with the def2-TZVPD basis set.

XYZ file:
```
94
Properties=species:S:1:pos:R:3:forces:R:3
C 2.9593 -1.8709 -2.1826 -0.79 0.29 -0.21
C 3.3528 -1.4300 -3.5959 0.08 -0.41 0.61
O 3.2735 -2.5634 -4.4182 0.58 0.25 -0.16
C 4.7110 -0.6645 -3.4726 -0.89 0.55 -0.25
N 4.3700 0.7471 -3.2761 1.43 1.06 -0.23
C 4.9217 1.6019 -4.3484 -1.47 -1.44 0.29
C 4.1820 1.5735 -5.6855 0.25 1.38 -1.24
N 4.7837 0.7327 -6.6763 -0.20 -0.36 0.68
N 2.7585 1.2970 -5.4721 0.04 -0.38 0.45
N 4.3683 2.9563 -6.2575 -0.02 -0.12 0.29
H 1.9813 -2.3690 -2.2498 0.11 -0.17 0.07
H 3.6803 -2.5597 -1.7434 0.05 0.03 0.01
H 2.8195 -0.9775 -1.5612 0.32 -0.08 0.17
H 2.6069 -0.7073 -3.9389 0.36 0.20 -0.06
H 2.9270 -2.2625 -5.3044 0.11 -0.59 0.44
H 5.3465 -0.8367 -4.3475 -0.18 -0.06 -0.16
H 5.2793 -1.0701 -2.6162 -0.08 -0.11 0.03
H 4.8051 2.6537 -3.9829 -0.72 -1.26 -3.11
H 6.0258 1.4702 -4.5052 -0.40 0.06 -0.36
H 4.7863 -0.2473 -6.4179 -0.29 0.03 0.01
H 4.2644 0.8612 -7.5497 0.66 -0.29 -0.16
H 2.4232 1.6713 -4.5921 0.05 0.08 -0.04
H 2.2072 1.5938 -6.2663 0.04 0.01 -0.03
H 3.5360 3.4919 -6.0375 -0.02 0.02 -0.16
H 4.4558 2.8937 -7.2753 0.17 0.01 -0.03
Cs 5.3865 2.8756 -2.1365 1.14 0.93 4.19
Cl 5.0597 1.7557 -9.5170 -0.19 0.39 -0.34
C -2.8660 0.4955 -0.5722 -0.40 -0.18 -0.18
C -2.1734 -0.8506 -0.4840 0.23 0.14 0.17
N -2.8489 -1.9740 -1.2566 -0.74 0.03 0.04
C -4.2414 -2.1766 -0.6627 1.18 -0.49 0.81
C -2.1286 -3.2929 -0.9881 0.45 -0.15 -0.10
C -0.6936 -3.4201 -1.4796 -0.10 -0.02 -0.10
C -3.0274 -1.6815 -2.7626 1.35 -0.36 0.21
C -1.8031 -1.2814 -3.5500 0.12 0.16 -0.40
O -1.2679 -0.0945 -3.0363 -0.23 -0.22 0.16
C 0.1564 -0.0661 -3.2423 0.75 0.07 -0.14
H -3.8527 0.4826 -0.0992 0.03 0.05 0.22
H -2.2739 1.2333 -0.0350 0.09 0.00 0.02
H -2.9661 0.8572 -1.5961 0.32 0.03 -0.03
H -2.1479 -1.1746 0.5587 -0.06 -0.17 -0.05
H -1.1498 -0.7763 -0.8310 -0.05 -0.01 -0.16
H -4.1403 -2.3449 0.4067 0.02 -0.08 -0.01
H -4.6993 -3.0446 -1.1447 0.03 0.03 0.08
H -4.8465 -1.2945 -0.8662 1.97 -2.50 3.87
H -2.7475 -4.0721 -1.4332 -0.07 0.03 0.01
H -2.1616 -3.4057 0.0957 -0.10 0.06 0.01
H -0.6409 -3.7124 -2.5247 0.06 0.06 -0.03
H -0.2221 -4.2258 -0.9176 -0.03 0.02 0.07
H -0.0883 -2.5276 -1.3292 0.01 -0.03 0.01
H -3.7652 -0.8814 -2.8206 5.41 -1.66 -0.93
H -3.4735 -2.5833 -3.1989 0.03 0.00 0.06
H -2.1276 -1.0933 -4.5845 -0.10 -0.35 -0.02
H -1.0711 -2.0849 -3.5991 0.01 0.03 -0.07
H 0.4496 -0.8025 -3.9926 0.12 0.11 -0.13
H 0.6779 -0.2945 -2.3083 -0.04 0.03 0.02
H 0.4704 0.9116 -3.5958 -0.15 0.06 0.02
Cs -5.4448 -0.5265 -2.4084 -9.50 5.25 -3.98
C 10.4291 6.0281 0.1036 -0.04 -0.14 -0.42
Cl 9.5162 4.5428 0.0939 0.01 0.10 0.10
Cl 10.1152 6.9977 -1.3337 0.00 0.05 0.00
Cl 10.0609 7.0074 1.5590 0.27 -0.87 0.41
H 11.4848 5.7901 0.1365 0.01 0.07 0.08
C 0.4681 2.6713 2.4437 -0.07 0.07 -0.13
Cl -1.2170 3.2030 2.5515 0.00 -0.08 0.04
Cl 0.6795 1.5656 1.0783 0.03 -0.02 0.02
Cl 1.5382 4.0599 2.2975 0.01 -0.06 0.01
H 0.7181 2.1388 3.3519 -0.03 0.00 0.00
C -5.6356 0.5023 10.5297 0.00 -0.03 0.00
C -5.5782 -0.8705 10.7451 0.01 0.03 -0.01
C -5.1200 -1.7137 9.7470 -0.03 -0.01 0.10
C -4.7258 -1.1874 8.5236 0.01 0.07 -0.08
C -4.8020 0.1912 8.3001 0.02 -0.08 -0.05
C -5.2494 1.0330 9.3106 -0.04 0.03 0.09
C -4.4260 0.7768 6.9862 -0.02 0.15 0.04
O -4.4810 1.9700 6.7800 0.00 -0.03 -0.02
C -3.9783 -0.1557 5.9062 -0.01 -0.08 0.04
C -3.6716 0.3626 4.6544 0.02 0.03 -0.15
C -3.2440 -0.4837 3.6473 0.00 -0.09 -0.03
C -3.1118 -1.8490 3.8869 -0.04 0.06 -0.04
C -3.4205 -2.3698 5.1311 0.03 -0.06 -0.12
C -3.8626 -1.5247 6.1414 -0.02 0.09 0.02
C -4.2207 -2.1092 7.4710 0.00 -0.12 0.08
O -4.1027 -3.2981 7.6688 -0.01 0.01 -0.03
H -5.9868 1.1584 11.3148 0.00 0.00 0.00
H -5.8904 -1.2822 11.6954 0.01 0.00 0.00
H -5.0672 -2.7815 9.9086 0.04 -0.01 -0.06
H -5.2954 2.0986 9.1339 0.01 -0.01 -0.07
H -3.7728 1.4253 4.4813 0.00 0.02 0.09
H -3.0055 -0.0763 2.6708 0.05 0.05 0.01
H -2.7661 -2.5115 3.1009 0.04 -0.01 0.02
H -3.3243 -3.4286 5.3295 -0.03 0.01 0.08
Br 1.5347 -2.4375 -6.9140 -0.73 0.12 0.03
K 9.2543 9.6421 1.2521 -0.22 0.78 -0.24
```
Positions in Å, forces in eV/Å.

Output
- Gap between HOMO and LUMO: 1.206 eV
- Electronic energy: -8141.630840 a.u.
- Total charge: +1
- ΔE to the lowest compared entry with this formula, charge and spin: 0.0 kcal/mol
- 2S+1: 1

=====

A cluster of 13 separate species, H25O13 in total at a distorted geometry. Source: OMol25; level of theory: ωB97M-V with the def2-TZVPD basis set.

XYZ file:
```
38
Properties=species:S:1:pos:R:3:forces:R:3
O -1.7143 -1.3630 3.0264 -3.63 -6.06 -0.48
H -0.3521 -1.5192 -3.8600 2.56 1.65 -1.26
H 1.9998 -3.0051 -0.2769 0.91 -0.03 0.65
O -2.1578 -1.6217 -2.7084 0.76 1.16 -0.37
H -2.4520 -2.5279 -2.8555 0.72 0.19 0.53
H 0.7431 -1.1520 -1.4706 -0.31 0.49 -0.50
O 2.8906 -2.8119 0.1460 -0.91 -0.90 0.35
H 2.9261 -3.5033 0.8491 -0.06 0.85 -0.83
O 0.0814 2.2131 0.2760 1.29 1.92 0.72
H -0.1157 1.3908 0.6813 -0.91 -1.53 1.15
H 0.4841 1.9487 -0.5104 1.05 -0.51 -2.37
O -0.8379 -0.0208 0.9552 -1.95 -0.15 -3.06
H -1.9669 -1.3352 2.1072 0.62 0.81 -0.04
H -1.2239 -0.1126 -0.0371 0.61 0.47 2.88
O 3.0948 2.3810 1.0117 1.30 1.32 -0.18
H 3.5555 1.5617 1.0049 0.77 -0.95 0.05
H 2.1999 2.1168 0.9755 -2.03 -0.10 0.09
O -0.1924 -1.1757 -1.2251 0.85 -0.45 0.13
H -1.5917 3.1770 -0.2825 0.42 -3.95 -3.24
H -0.6179 1.0721 3.6677 -0.22 0.58 -0.38
O 0.4109 -0.8944 -4.2779 2.69 -10.64 1.64
H -0.0748 -0.4764 0.6108 1.00 -0.98 0.27
H 2.3988 0.0929 3.3908 -0.91 0.49 -0.77
O -1.4663 1.5457 3.6891 0.00 0.16 -0.54
H -1.2237 -1.3844 -2.1780 -1.22 -1.39 0.01
H 0.4716 -4.2345 -1.4198 -0.59 1.78 1.19
O -0.6571 1.5624 -3.0143 -8.73 3.43 0.72
H -1.6601 1.1194 -3.0698 4.73 1.07 0.22
H 0.0233 1.0262 -3.1432 4.00 -4.36 -0.59
O 1.7020 0.4187 2.7694 0.75 0.73 2.47
H 1.7466 -0.1726 2.0556 0.00 -1.45 -1.57
H -1.6788 1.7966 2.7600 0.52 -0.38 0.92
O 0.2455 -3.6650 -0.6263 0.70 0.16 -0.60
H -0.7319 4.3210 0.1728 -1.86 -1.32 0.36
H -0.0520 -0.1986 -4.2940 -5.38 8.80 -0.80
O -1.6086 3.8418 0.2993 0.24 6.34 3.10
H 0.1047 -2.5936 -0.7721 -0.51 -1.87 -0.85
H -1.2382 -0.6905 3.3255 2.72 4.64 0.99
```
Positions in Å, forces in eV/Å.

Output
- Gap between HOMO and LUMO: 9.811 eV
- Electronic energy: -993.052777 a.u.
- Total charge: -1
- ΔE to the lowest compared entry with this formula, charge and spin: 116.1 kcal/mol
- 2S+1: 1